Entry 1:
The following is a DFT calculation (ωB97M-V/def2-TZVPD) of C29H29GdN2O4S as an isolated structure.

Values from the calculation:
* highest occupied orbital energy (spin up / spin down): -7.7 / -7.8 eV
* M: 658.88 g mol⁻¹
* max |F|: 2.8 eV/Å
* multiplicity: 8
* Kohn-Sham gap (spin up / spin down): 0.291 / 0.294 hartree
* E_LUMO (spin up / spin down): 0.18 / 0.18 eV

XYZ file:
```
66
C29H29GdN2O4S, DFT ωB97M-V/def2-TZVPD
C -2.61 1.89 -0.34
C -1.58 2.60 0.35
C -0.45 2.69 -0.53
H -1.65 3.03 1.34
C -0.79 2.05 -1.76
C -2.13 1.55 -1.65
H -0.16 1.99 -2.65
C -1.90 -1.10 2.33
C -1.69 0.26 2.67
C -0.28 0.48 2.79
H -2.47 1.00 2.89
C 0.38 -0.75 2.46
C -0.63 -1.73 2.18
H 0.47 3.22 -0.33
H -2.68 1.04 -2.43
H -3.61 1.67 0.04
H -0.44 -2.78 1.94
H 0.21 1.38 3.17
H -2.86 -1.61 2.26
Gd -0.83 0.11 0.13
C 1.86 -1.05 2.59
C 2.02 -2.30 3.46
C 2.60 0.12 3.24
H 1.47 -2.18 4.40
H 3.07 -2.48 3.69
H 1.62 -3.19 2.95
H 2.24 0.25 4.27
H 2.46 1.06 2.70
H 3.68 -0.09 3.29
C 2.49 -1.39 1.20
C 2.49 -0.29 0.18
H 1.96 -2.25 0.76
H 3.53 -1.69 1.36
O 1.40 0.21 -0.25
N 3.64 0.11 -0.32
C 3.74 0.95 -1.55
H 4.48 -0.41 -0.07
C 3.58 2.41 -1.27
C 2.90 3.22 -2.18
H 2.50 2.76 -3.09
C 2.73 4.59 -1.93
H 2.18 5.20 -2.65
C 3.27 5.16 -0.77
H 3.15 6.22 -0.58
C 3.97 4.35 0.13
H 4.39 4.78 1.04
C 4.14 2.98 -0.12
H 4.70 2.34 0.57
H 2.97 0.61 -2.24
H 4.73 0.74 -1.98
O -4.11 -0.68 0.33
C -3.61 -1.43 -0.52
N -2.26 -1.46 -0.76
S -1.73 -2.63 -1.85
O -1.10 -1.95 -2.96
O -0.97 -3.63 -1.13
C -3.39 -3.12 -2.16
C -3.79 -4.10 -3.06
C -5.16 -4.36 -3.20
C -6.09 -3.63 -2.43
C -5.67 -2.65 -1.53
C -4.29 -2.40 -1.40
H -3.04 -4.64 -3.63
H -5.51 -5.13 -3.90
H -7.15 -3.84 -2.55
H -6.38 -2.07 -0.93
```

---

Entry 2:
The following is a DFT calculation (ωB97M-V/def2-TZVPD) of C29H29HfN3Si as an isolated structure.

Values from the calculation:
* highest occupied orbital energy (spin up / spin down): -12.7 / -12.7 eV
* M: 626.15 g mol⁻¹
* max |F|: 4.6 eV/Å
* multiplicity: 1
* Kohn-Sham gap (spin up / spin down): 0.127 / 0.128 hartree
* charge: +2
* E_LUMO (spin up / spin down): -9.28 / -9.27 eV

XYZ file:
```
63
C29H29HfN3Si, DFT ωB97M-V/def2-TZVPD
C 0.72 1.64 1.43
C 1.12 2.08 0.13
C -0.06 2.25 -0.67
H 2.12 2.44 -0.13
C -1.19 1.87 0.12
C -0.71 1.48 1.43
H -1.33 1.32 2.31
H 1.36 1.61 2.32
H -0.10 2.69 -1.67
H -2.24 1.99 -0.14
Hf 0.17 -0.06 -0.16
C -0.52 -0.60 -2.16
H -1.53 -0.17 -2.32
H -0.64 -1.70 -2.20
H 0.12 -0.28 -2.98
Si -0.51 -1.96 -5.95
C 1.24 -1.76 -6.51
C 1.90 -0.54 -6.27
H 1.36 0.29 -5.80
C 3.24 -0.40 -6.63
H 3.74 0.55 -6.43
C 3.93 -1.45 -7.24
H 4.98 -1.32 -7.52
C 3.27 -2.65 -7.50
H 3.80 -3.47 -7.98
C 1.93 -2.82 -7.14
H 1.40 -3.76 -7.33
C -1.52 -0.50 -6.48
C -1.32 0.16 -7.71
H -0.57 -0.21 -8.42
C -2.08 1.29 -8.02
H -1.91 1.80 -8.97
C -3.05 1.77 -7.13
H -3.63 2.65 -7.37
C -3.26 1.10 -5.92
H -4.01 1.46 -5.22
C -2.52 -0.05 -5.60
H -2.70 -0.59 -4.67
H -0.57 -2.25 -4.50
H -1.11 -3.12 -6.63
C -0.80 -2.52 5.00
C -1.56 -1.93 3.99
C -0.99 -1.59 2.77
C 0.40 -1.80 2.58
C 1.18 -2.39 3.59
C 0.57 -2.75 4.80
N 1.02 -1.39 1.38
N 2.33 -1.71 1.33
C 2.98 -1.20 0.21
C 4.34 -1.48 -0.03
C 4.95 -0.98 -1.17
C 4.19 -0.18 -2.05
C 2.87 0.10 -1.76
N 2.26 -0.41 -0.66
H -1.28 -2.81 5.95
H -2.62 -1.73 4.15
H -1.58 -1.16 1.94
H 2.24 -2.54 3.40
H 1.17 -3.21 5.58
H 4.84 -2.10 0.72
H 5.99 -1.19 -1.40
H 4.61 0.23 -2.97
H 2.23 0.74 -2.39
```

---

Entry 3:
The following is a DFT calculation (ωB97M-V/def2-TZVPD) of C29H29IrN7S2SbSe4 as an isolated structure.

Values from the calculation:
* highest occupied orbital energy (spin up / spin down): -3.7 / -4.1 eV
* M: 1169.55 g mol⁻¹
* max |F|: 4.1 eV/Å
* multiplicity: 6
* Kohn-Sham gap (spin up / spin down): 0.186 / 0.159 hartree
* charge: -1
* E_LUMO (spin up / spin down): 1.39 / 0.21 eV

XYZ file:
```
73
C29H29IrN7S2SbSe4, DFT ωB97M-V/def2-TZVPD
Ir -1.10 1.98 -2.79
N 3.11 0.93 -3.68
C 1.75 0.91 -3.57
S 0.87 2.37 -4.08
N 1.17 -0.12 -3.13
N -0.12 0.11 -2.80
C -0.81 -0.91 -2.48
C -0.28 -2.30 -2.56
C 0.88 -2.81 -1.88
C 1.19 -4.21 -2.01
C 0.40 -5.05 -2.71
C -0.69 -4.59 -3.34
C -1.02 -3.25 -3.32
C -2.15 -0.60 -1.96
C -3.04 -1.59 -1.56
C -4.33 -1.28 -1.06
C -4.68 0.06 -1.17
C -3.78 1.01 -1.51
N -2.60 0.68 -2.05
H 3.55 1.80 -3.66
H 3.52 0.20 -3.11
H 1.39 -2.12 -1.23
H 2.04 -4.55 -1.40
H 0.74 -6.03 -2.74
H -1.24 -5.29 -3.98
H -1.89 -2.97 -3.88
H -2.76 -2.65 -1.45
H -5.03 -2.03 -0.64
H -5.60 0.46 -0.70
H -3.89 2.07 -1.34
Se 3.72 4.42 -2.56
Sb 1.52 5.36 -2.09
Se 0.09 3.61 -0.76
Se -2.05 4.04 -2.55
Se 2.79 6.59 -0.32
S 4.51 -0.65 -0.34
C 4.05 0.64 0.62
N 3.79 0.33 1.94
C 3.50 1.31 3.06
C 3.77 2.65 2.49
C 3.27 2.87 1.12
N 3.88 1.90 0.25
H 3.76 -0.69 2.14
H 4.11 1.10 3.98
H 2.46 1.17 3.36
H 4.86 2.95 2.55
H 3.35 3.41 3.19
H 3.41 3.83 0.67
H 2.17 2.70 1.08
H 4.05 2.16 -0.76
C -3.62 1.95 4.31
C -4.08 2.17 3.02
C -3.39 1.62 1.93
C -2.32 0.76 2.03
C -1.85 0.57 3.33
C -2.47 1.17 4.42
N -1.70 0.15 1.04
C -0.95 -1.05 1.31
C -1.65 -2.23 1.33
C -0.94 -3.41 1.59
C 0.41 -3.41 1.91
C 1.13 -2.26 1.63
C 0.47 -1.12 1.26
H -3.94 2.53 5.20
H -4.98 2.81 2.93
H -3.70 1.88 0.90
H -0.95 0.02 3.30
H -2.04 1.08 5.40
H -2.71 -2.17 1.10
H -1.42 -4.36 1.73
H 0.91 -4.21 2.31
H 2.19 -2.25 1.72
H 0.99 -0.16 1.05
```

---

Entry 4:
The following is a DFT calculation (ωB97M-V/def2-TZVPD) of C29H29N3SiY as an isolated structure.

Values from the calculation:
* highest occupied orbital energy: -10.5 eV
* M: 536.56 g mol⁻¹
* max |F|: 3.9 eV/Å
* multiplicity: 1
* Kohn-Sham gap: 0.185 hartree
* charge: +1
* E_LUMO: -5.48 eV

XYZ file:
```
63
C29H29N3SiY, DFT ωB97M-V/def2-TZVPD
C 0.03 2.23 3.67
C 0.44 2.63 2.36
C -0.74 2.83 1.57
H 1.46 2.84 2.05
C -1.87 2.55 2.40
C -1.40 2.18 3.70
H -2.00 1.98 4.58
H 0.70 2.08 4.52
H -0.76 3.16 0.54
H -2.92 2.65 2.11
Y -0.58 0.41 2.05
C -1.17 -0.13 -0.29
H -2.14 0.35 -0.49
H -1.22 -1.22 -0.35
H -0.41 0.27 -0.98
Si -1.18 -1.44 -3.80
C 0.57 -1.25 -4.35
C 1.23 -0.03 -4.10
H 0.69 0.80 -3.64
C 2.57 0.13 -4.46
H 3.07 1.08 -4.25
C 3.27 -0.92 -5.07
H 4.32 -0.80 -5.34
C 2.61 -2.14 -5.32
H 3.16 -2.96 -5.80
C 1.27 -2.30 -4.97
H 0.76 -3.24 -5.17
C -2.18 0.02 -4.31
C -1.99 0.69 -5.54
H -1.24 0.32 -6.25
C -2.75 1.82 -5.85
H -2.58 2.34 -6.80
C -3.71 2.30 -4.95
H -4.30 3.18 -5.19
C -3.93 1.62 -3.74
H -4.68 1.98 -3.03
C -3.19 0.47 -3.44
H -3.36 -0.06 -2.50
H -1.26 -1.77 -2.38
H -1.77 -2.59 -4.50
C -1.29 -2.01 7.32
C -2.04 -1.41 6.29
C -1.43 -1.07 5.09
C -0.03 -1.28 4.93
C 0.72 -1.88 5.96
C 0.09 -2.24 7.16
N 0.58 -0.87 3.74
N 1.86 -1.15 3.63
C 2.43 -0.68 2.45
C 3.80 -0.92 2.17
C 4.35 -0.42 1.00
C 3.54 0.33 0.12
C 2.21 0.55 0.45
N 1.65 0.02 1.57
H -1.78 -2.29 8.26
H -3.11 -1.22 6.43
H -2.01 -0.62 4.27
H 1.78 -2.02 5.79
H 0.68 -2.70 7.95
H 4.33 -1.49 2.93
H 5.40 -0.60 0.76
H 3.93 0.74 -0.81
H 1.53 1.14 -0.17
```

---

Entry 5:
The following is a DFT calculation (ωB97M-V/def2-TZVPD) of C29H29N5O3ReS2 as an isolated structure.

Values from the calculation:
* highest occupied orbital energy (spin up / spin down): -12.9 / -13.0 eV
* M: 745.92 g mol⁻¹
* max |F|: 0.9 eV/Å
* multiplicity: 2
* Kohn-Sham gap (spin up / spin down): 0.209 / 0.220 hartree
* charge: +2
* E_LUMO (spin up / spin down): -7.25 / -6.99 eV

XYZ file:
```
69
C29H29N5O3ReS2, DFT ωB97M-V/def2-TZVPD
Re -0.21 -0.68 -0.35
O -0.74 -0.59 1.67
C -1.49 0.35 2.48
C -1.13 1.83 2.27
C 0.08 2.12 1.37
C -0.28 2.34 -0.07
C -0.50 3.63 -0.53
C -0.84 3.86 -1.85
C -0.94 2.78 -2.71
C -0.70 1.52 -2.21
N -0.40 1.29 -0.91
H 0.05 -0.92 2.17
H -1.32 0.04 3.52
H -2.54 0.14 2.25
H -0.94 2.27 3.25
H -2.00 2.37 1.88
H 0.85 1.35 1.45
H 0.56 3.04 1.73
H -0.40 4.46 0.16
H -1.01 4.87 -2.20
H -1.18 2.90 -3.76
H -0.76 0.64 -2.85
N 6.01 3.37 3.04
C 5.23 2.33 2.70
C 5.55 1.52 1.58
C 4.76 0.46 1.24
C 3.60 0.17 1.97
C 3.27 0.96 3.07
C 4.07 2.02 3.43
S 2.64 -1.21 1.53
O 3.45 -2.34 1.21
O 1.56 -1.34 2.49
N 1.83 -0.81 0.13
C 2.18 -1.31 -1.09
S 3.50 -2.16 -1.74
C 2.64 -2.25 -3.24
C 1.40 -1.69 -3.15
N 1.16 -1.14 -1.93
H 6.90 3.50 2.60
H 5.86 3.85 3.91
H 6.45 1.73 1.02
H 5.05 -0.17 0.41
H 2.41 0.71 3.66
H 3.82 2.60 4.30
H 3.09 -2.72 -4.09
H 0.66 -1.63 -3.93
C -5.02 0.92 -2.65
C -4.45 1.34 -1.46
C -3.43 0.61 -0.89
C -2.99 -0.56 -1.51
C -3.56 -0.99 -2.70
C -4.58 -0.24 -3.27
N -1.90 -1.28 -0.95
C -2.06 -2.66 -0.65
C -0.89 -3.43 -0.52
C -0.96 -4.72 -0.02
C -2.19 -5.26 0.32
C -3.34 -4.51 0.17
C -3.29 -3.21 -0.30
H -5.82 1.49 -3.10
H -4.82 2.23 -0.97
H -2.98 0.92 0.05
H -3.22 -1.90 -3.17
H -5.02 -0.57 -4.20
H 0.06 -3.07 -0.91
H -0.06 -5.32 0.06
H -2.25 -6.28 0.69
H -4.30 -4.94 0.44
H -4.19 -2.61 -0.36
```

---

Entry 6:
The following is a DFT calculation (ωB97M-V/def2-TZVPD) of C29H29N7O4SeSn as an isolated structure.

Values from the calculation:
* highest occupied orbital energy: -13.3 eV
* M: 737.27 g mol⁻¹
* max |F|: 0.1 eV/Å
* multiplicity: 1
* Kohn-Sham gap: 0.242 hartree
* charge: +2
* E_LUMO: -6.68 eV

XYZ file:
```
71
C29H29N7O4SeSn, DFT ωB97M-V/def2-TZVPD
Sn -1.19 1.36 -1.09
C -3.32 3.24 1.46
C -3.07 3.38 -0.02
C -1.94 4.07 -0.49
C -1.75 4.30 -1.85
C -2.69 3.84 -2.77
C -3.81 3.15 -2.32
C -4.00 2.92 -0.97
H -4.10 2.51 1.67
H -3.66 4.19 1.87
H -2.41 2.97 2.00
H -1.22 4.44 0.22
H -0.88 4.84 -2.18
H -2.55 4.03 -3.83
H -4.55 2.81 -3.03
H -4.91 2.43 -0.63
N -3.10 -0.08 0.43
N -3.02 -1.45 0.73
C -2.10 -2.25 0.17
N -1.99 -3.48 0.62
N -1.47 -1.73 -0.93
N -0.44 -2.38 -1.39
O 0.03 -1.93 -2.53
O 0.16 -3.28 -0.88
H -2.99 0.44 1.29
H -4.01 0.12 0.04
H -3.52 -1.79 1.53
H -2.49 -3.77 1.44
H -1.23 -4.06 0.30
O 0.65 2.50 -0.30
C 0.86 1.60 0.57
N 1.81 1.47 1.46
C 1.65 0.22 2.23
C 0.35 -0.32 1.58
O -0.23 -1.35 1.85
N -0.05 0.58 0.61
C 2.86 -0.68 1.99
C 4.11 -0.19 2.38
C 5.25 -0.95 2.18
C 5.16 -2.21 1.61
C 3.92 -2.71 1.23
C 2.77 -1.95 1.43
C 1.43 0.47 3.72
C 1.66 1.71 4.29
C 1.52 1.89 5.66
C 1.13 0.83 6.46
C 0.89 -0.42 5.89
C 1.04 -0.60 4.52
H 2.62 2.07 1.51
H 4.19 0.77 2.87
H 6.21 -0.56 2.49
H 6.05 -2.80 1.46
H 3.85 -3.69 0.80
H 1.81 -2.36 1.15
H 1.96 2.56 3.68
H 1.71 2.86 6.09
H 1.02 0.97 7.53
H 0.60 -1.25 6.51
H 0.88 -1.58 4.09
Se -1.25 -1.18 -3.81
C -0.27 -1.75 -5.29
C -0.55 -3.01 -5.84
C 0.15 -3.42 -6.96
C 1.10 -2.58 -7.53
C 1.37 -1.33 -6.99
C 0.68 -0.91 -5.86
H -1.30 -3.65 -5.39
H -0.05 -4.39 -7.40
H 1.64 -2.90 -8.41
H 2.11 -0.68 -7.44
H 0.87 0.06 -5.43
```

---

Entry 7:
The following is a DFT calculation (ωB97M-V/def2-TZVPD) of C29H30BrCaNO10PTe as an isolated structure.

Values from the calculation:
* highest occupied orbital energy: -6.0 eV
* M: 831.11 g mol⁻¹
* max |F|: 1.9 eV/Å
* multiplicity: 1
* Kohn-Sham gap: 0.297 hartree
* charge: -1
* E_LUMO: 2.12 eV

XYZ file:
```
74
C29H30BrCaNO10PTe, DFT ωB97M-V/def2-TZVPD
Ca -1.23 -1.06 -0.14
O -3.89 -1.84 2.42
C -3.19 -1.01 1.86
O -1.89 -1.00 1.85
C -3.87 0.20 1.15
C -2.92 1.41 1.03
C -3.68 2.65 0.55
C -3.81 2.37 -0.98
C -3.24 0.96 -1.07
O -2.13 1.06 -0.13
C -4.22 -0.04 -0.39
C -4.06 -1.50 -0.93
O -5.06 -2.16 -1.16
O -2.83 -1.86 -1.19
H -4.77 0.42 1.73
H -2.28 1.55 1.90
H -4.65 2.73 1.04
H -3.11 3.55 0.75
H -4.84 2.42 -1.34
H -3.20 3.06 -1.55
H -2.90 0.65 -2.05
H -5.26 0.23 -0.59
C -1.47 -4.34 2.46
O -0.13 -4.27 1.94
P 0.13 -3.56 0.52
O -0.47 -4.72 -0.44
C -0.65 -4.44 -1.83
O 1.70 -3.91 0.38
C 2.65 -2.99 0.90
H -1.40 -4.81 3.44
H -2.09 -4.96 1.81
H -1.92 -3.35 2.55
H -1.07 -5.33 -2.28
H 0.31 -4.21 -2.30
H -1.35 -3.61 -1.98
H 3.64 -3.39 0.68
H 2.55 -2.90 1.99
H 2.54 -2.01 0.43
Te 0.93 0.32 1.96
C 2.90 0.62 2.57
C 3.95 0.53 1.66
C 5.25 0.80 2.07
C 5.51 1.15 3.39
C 4.47 1.22 4.30
C 3.16 0.95 3.90
C 0.60 2.30 1.34
C 0.83 2.65 0.01
C 0.55 3.94 -0.42
C 0.05 4.88 0.47
C -0.18 4.53 1.80
C 0.10 3.24 2.23
H 3.75 0.26 0.63
H 6.06 0.74 1.35
H 6.52 1.36 3.70
H 4.67 1.48 5.34
H 2.35 1.00 4.61
H 1.21 1.91 -0.69
H 0.73 4.21 -1.45
H -0.18 5.88 0.13
H -0.57 5.26 2.49
H -0.08 2.97 3.26
Br 4.45 -0.82 -6.21
C 2.82 -0.29 -5.41
C 1.95 0.52 -6.12
N 0.78 0.93 -5.62
C 0.47 0.52 -4.38
C 1.28 -0.29 -3.61
C 2.49 -0.71 -4.14
C 0.90 -0.72 -2.21
O 1.57 -1.60 -1.67
O -0.08 -0.08 -1.69
H 2.20 0.86 -7.12
H -0.48 0.86 -3.98
H 3.13 -1.35 -3.55
```

---

Among the records above, which one has the highest M? C29H29IrN7S2SbSe4